1.
Molecular formula: CH7N3O4S2
Method: DFT, wB97M-V/def2-TZVPD

Last column: Löwdin charge in e.
Cartesian coordinates (Å):
C: -0.8039 1.5118 -0.9496  -0.25
N: -1.2952 1.4409 -2.0895  0.05
N: 1.3874 0.4497 -2.3752  -0.06
N: -0.9863 -1.9786 1.6483  -0.17
O: 0.8622 -0.3928 -0.0300  -0.33
O: 1.6311 1.8669 -0.2947  -0.29
O: -1.1329 0.2853 2.5720  -0.47
O: -2.4556 -1.5289 3.6959  -0.29
S: 0.8610 0.7883 -0.8425  0.58
S: -0.9704 -1.0626 3.0782  0.84
H: -1.2287 1.6003 0.0197  0.09
H: -2.3154 1.8079 -2.3434  0.14
H: -3.0433 -1.0873 3.1102  0.02
H: 0.7989 1.1181 -2.8495  0.03
H: 1.2061 -0.4426 -2.8323  0.09
H: -0.4864 -1.4702 0.9094  0.00
H: -0.7043 -2.9418 1.6541  0.05

Force components x, y, z for each atom (eV/Å):
0.3 -2.2 -1.0
-2.6 1.6 -2.0
-0.7 0.7 0.4
-0.3 0.9 -0.3
-0.6 -0.8 -0.4
0.0 0.3 -0.8
-0.1 0.5 -0.2
2.2 -0.3 0.3
1.5 0.3 1.7
-0.3 -1.3 0.2
-0.4 0.8 1.0
2.7 -1.0 1.5
-1.5 0.6 -1.0
0.1 0.5 -1.2
-0.2 -0.2 0.9
-0.1 0.0 0.4
0.1 -0.3 0.6

2S+1   1
ΔE to the lowest compared entry with this formula, charge and spin   0.0 kcal per mole
HOMO   -0.356 Eh
F_max   3.7 eV/A
HOMO-LUMO gap   9.92 eV

2.
Molecular formula: CH7N3S
Method: DFT, wB97M-V/def2-TZVPD

Last column: Löwdin charge in e.
Cartesian coordinates (Å):
C: 0.7006 -1.5670 -0.6268  0.05
N: 0.5232 0.7480 1.3651  -0.02
N: -0.3461 1.2996 -0.6199  -0.28
N: 0.5537 0.6693 0.0524  -0.30
S: -2.0947 0.5084 -0.3260  0.59
H: 1.2879 -1.2011 -1.4566  0.00
H: 1.1185 -2.0025 0.2829  0.01
H: -0.2916 -1.8602 -0.8535  -0.04
H: 1.4845 0.5546 1.7966  0.12
H: -0.0721 0.0725 1.8476  0.07
H: -0.3548 1.1091 -1.5847  0.02
H: -2.5090 1.6694 0.1228  -0.21

Force components x, y, z for each atom (eV/Å):
0.4 1.2 0.6
1.4 -0.3 3.5
-3.6 -0.1 1.6
3.2 -2.0 -2.3
0.7 0.3 -0.2
0.3 -0.4 0.2
0.2 0.3 -0.5
-0.9 -0.2 -0.2
-1.6 0.5 -1.3
-0.6 0.3 -0.4
1.1 -0.3 -1.4
-0.6 0.5 0.3

2S+1   1
ΔE to the lowest compared entry with this formula, charge and spin   124.8 kcal per mole
HOMO (alpha / beta)   -0.292 / -0.279 Eh
F_max   4.4 eV/A
HOMO-LUMO gap (alpha / beta)   8.00 / 7.95 eV

3.
Molecular formula: CH7N5O
Method: DFT, wB97M-V/def2-TZVPD

Last column: Löwdin charge in e.
Cartesian coordinates (Å):
N: -1.1950 -0.0336 -2.3571  -0.02
N: -0.2773 0.6275 -1.4332  -0.08
C: 0.0181 0.0927 -0.2133  -0.44
N: -0.2953 -1.1520 0.0553  -0.02
O: 0.3763 -1.7833 1.1344  -0.17
N: 0.6865 1.0333 0.6340  -0.11
N: 1.0087 0.8495 1.9393  -0.06
H: -0.6857 -0.8329 -2.8932  0.11
H: -1.9989 -0.5171 -1.8159  0.10
H: -0.2748 1.6912 -1.3979  0.15
H: -0.2877 -2.6050 1.3731  0.17
H: 1.5711 1.3725 0.0899  0.16
H: 0.2713 1.3843 2.5853  0.13
H: 1.0826 -0.1272 2.2991  0.07

Force components x, y, z for each atom (eV/Å):
0.3 -1.5 0.6
-0.9 1.0 -0.9
0.4 -2.0 2.6
-0.3 1.0 -1.3
-2.4 -2.3 1.1
2.1 0.4 -4.0
-1.8 0.5 4.4
-0.9 1.9 1.6
2.0 1.1 -0.8
-0.6 -2.2 -0.5
2.5 3.2 -1.1
-2.1 -0.6 1.3
2.1 -1.7 -1.9
-0.2 1.0 -1.0

2S+1   1
SMILES   NNC(=NO)NN
ΔE to the lowest compared entry with this formula, charge and spin   57.1 kcal per mole
HOMO   -0.307 Eh
F_max   4.8 eV/A
HOMO-LUMO gap   9.20 eV

4.
Molecular formula: CH7N5S
Method: DFT, wB97M-V/def2-TZVPD

Last column: Löwdin charge in e.
Cartesian coordinates (Å):
C: 0.2480 0.1903 0.4600  -0.58
H: 1.7672 0.0342 -1.4978  0.15
H: 2.5058 -1.5738 -0.3697  0.19
H: 2.0339 0.3241 1.5374  0.17
H: 0.1905 -0.6880 -1.5522  0.05
H: -2.3830 0.3190 0.1643  -0.10
H: -1.5535 1.2630 -1.6483  0.08
H: -2.1613 -0.6748 1.4227  -0.05
N: 2.3941 -0.2590 -0.4732  -0.07
N: 1.5129 -0.0914 0.7059  -0.10
N: -0.2857 -0.2595 -0.7906  -0.04
N: -1.8164 0.2875 -1.0723  -0.16
N: -0.4276 0.4823 1.5243  -0.39
S: -2.0249 0.6461 1.5895  0.84

Force components x, y, z for each atom (eV/Å):
-2.5 -2.4 -1.8
2.4 -1.3 4.2
-0.4 5.1 -1.4
-1.4 -0.6 -1.8
0.1 -0.2 -0.1
1.4 1.2 -3.7
-1.1 -3.0 2.4
-1.1 -0.6 0.7
-1.5 -4.1 -1.0
4.2 0.8 -1.1
-3.6 2.9 2.7
3.5 1.0 -1.7
1.6 2.1 0.0
-1.5 -0.9 2.5

2S+1   1
ΔE to the lowest compared entry with this formula, charge and spin   139.9 kcal per mole
HOMO   -0.286 Eh
F_max   5.4 eV/A
HOMO-LUMO gap   8.22 eV

Among the records above, which one has the highest F_max? CH7N5S